A) Below is the ion CHF3NO2S with charge -1, with properties calculated with the ωB97M-V functional and the def2-TZVPD basis.

Properties
* LUMO: 4.096 eV
* orbital gap: 8.42 eV

Geometry as ORCA input:
```
! RIJCOSX wB97M-V def2-TZVPD def2/J DEFGRID3
* xyz -1 1
C -1.2093 0.0297 -0.0185
N -0.0281 -0.5310 0.6175
O 2.0970 -0.6361 -0.9098
O 2.3356 0.9067 0.9800
F -1.5377 -0.2962 -1.2487
F -2.2656 -0.1742 0.7756
F -1.1608 1.4707 -0.0433
S 1.5396 0.5038 -0.2032
H 0.2294 -1.2734 0.0504
*
```

B) Below is a cluster of 2 separate species, CHF3NO2S in total, with properties calculated with the ωB97M-V functional and the def2-TZVPD basis.

Properties
* LUMO: 4.179 eV
* orbital gap: 7.92 eV

Geometry as ORCA input:
```
! RIJCOSX wB97M-V def2-TZVPD def2/J DEFGRID3
* xyz -1 1
H -1.8605 1.0988 0.3335
N -1.4801 0.5664 -1.0403
S -0.0943 0.6718 -0.4430
O -0.6696 1.2210 0.9495
O 1.0780 1.4483 -0.8779
C 0.6203 -0.9426 0.1654
F -0.3455 -1.8018 0.4924
F 1.3484 -1.4905 -0.8095
F 1.4033 -0.7715 1.2297
*
```

Least stable structure: B)

A) Below is the molecule C20H22N4O3, with properties calculated with the ωB97M-V functional and the def2-TZVPD basis.

Properties
* LUMO: -0.069 eV
* orbital gap: 8.98 eV
* SMILES: CCCCCn1c(=O)[nH]c2cc(C(=O)NCc3ccccn3)ccc2c1=O

Geometry as ORCA input:
```
! RIJCOSX wB97M-V def2-TZVPD def2/J DEFGRID3
* xyz 0 1
C 1.3459 8.1997 -0.2103
C 1.0756 6.7169 0.0158
C 1.1180 5.9358 -1.2961
C 0.7089 4.4722 -1.1440
C 1.7194 3.6639 -0.3311
N 1.3418 2.2555 -0.2842
C 0.5189 1.8685 0.7534
O 0.1272 2.6261 1.6101
N 0.1607 0.5411 0.7642
C 0.5544 -0.3880 -0.1673
C 0.1431 -1.7169 -0.0899
C 0.5677 -2.6256 -1.0467
C 0.1854 -4.0740 -0.9908
O 0.9528 -4.9576 -1.3059
N -1.0873 -4.2988 -0.5884
C -1.6272 -5.6297 -0.4109
C -2.1642 -5.8179 0.9858
C -3.2301 -5.0548 1.4564
C -3.6689 -5.2540 2.7545
C -3.0345 -6.2081 3.5348
C -1.9881 -6.9211 2.9697
N -1.5633 -6.7295 1.7342
C 1.4168 -2.2136 -2.0764
C 1.8126 -0.8982 -2.1637
C 1.3832 0.0283 -1.2139
C 1.8052 1.4315 -1.3026
O 2.5098 1.8682 -2.1860
H 1.3169 8.7422 0.7316
H 2.3262 8.3440 -0.6594
H 0.5995 8.6281 -0.8760
H 1.8199 6.3211 0.7082
H 0.0936 6.5924 0.4768
H 2.1235 5.9865 -1.7194
H 0.4372 6.4102 -2.0070
H -0.2667 4.4113 -0.6564
H 0.6279 4.0197 -2.1351
H 1.7617 4.0219 0.6975
H 2.7055 3.7198 -0.7958
H -0.4285 0.2576 1.5355
H -0.4753 -2.0280 0.7407
H -1.6921 -3.5194 -0.3860
H -2.4244 -5.8091 -1.1432
H -0.8095 -6.3323 -0.5830
H -3.7126 -4.3299 0.8165
H -4.4936 -4.6779 3.1493
H -3.3462 -6.3954 4.5502
H -1.4608 -7.6827 3.5288
H 1.7527 -2.9482 -2.7909
H 2.4610 -0.5520 -2.9535
*
```

B) Below is the molecule C20H22N4O3, with properties calculated with the ωB97M-V functional and the def2-TZVPD basis.

Properties
* LUMO: -0.926 eV
* orbital gap: 7.48 eV
* SMILES: C=CCc1cc(Cn2c(CC)nc3c(C)cc(C)nc32)cc([N+](=O)[O-])c1O

Geometry as ORCA input:
```
! RIJCOSX wB97M-V def2-TZVPD def2/J DEFGRID3
* xyz 0 1
C -5.6094 -0.5207 1.6667
C -4.8381 0.1142 0.7464
C -4.5897 -0.5024 -0.5874
C -3.1141 -0.8404 -0.6809
C -2.2651 0.0764 -1.2995
C -0.8794 -0.1766 -1.3873
C 0.0112 0.8912 -1.9700
N 0.9910 1.3116 -0.9155
C 0.8201 2.1683 0.1555
C -0.4748 2.8492 0.5698
C -1.1912 2.0494 1.6518
N 1.9237 2.2772 0.9160
C 2.8313 1.4042 0.3200
C 4.1115 1.0713 0.7685
C 4.6360 1.6854 2.0384
C 4.7955 0.1353 0.0036
C 4.1752 -0.5107 -1.0598
C 4.9168 -1.5647 -1.8401
N 2.9237 -0.2234 -1.4235
C 2.2665 0.7419 -0.7645
C -0.3897 -1.4244 -0.9001
C -1.2589 -2.3953 -0.3792
N -0.7299 -3.6110 0.1075
O -1.4743 -4.5975 0.1581
O 0.4393 -3.5922 0.5412
C -2.6327 -2.0695 -0.2333
O -3.5198 -2.9248 0.3912
H -5.8266 -0.1121 2.6468
H -6.0124 -1.4838 1.4317
H -4.4602 1.0925 1.0031
H -5.1605 -1.4398 -0.7107
H -4.9201 0.1922 -1.3763
H -2.7438 0.9738 -1.6313
H 0.5462 0.5208 -2.8954
H -0.5735 1.7457 -2.2801
H -1.1598 2.9663 -0.3058
H -0.2973 3.8858 0.9299
H -1.4718 1.0755 1.2809
H -2.1210 2.5104 1.9790
H -0.5440 1.9077 2.5491
H 5.5461 1.2078 2.3002
H 3.9312 1.5640 2.8728
H 4.8752 2.7465 1.9274
H 5.7938 -0.1907 0.2442
H 4.2544 -1.9420 -2.6011
H 5.1000 -2.4268 -1.1625
H 5.8714 -1.1961 -2.2243
H 0.6863 -1.5744 -0.9888
H -3.1885 -3.8453 0.4178
*
```

Least stable structure: B)